# C30H40BrN3NiOPS2

C30H40BrN3NiOPS2 as an isolated structure (ωB97M-V with the def2-TZVPD basis set, OMol25).

ORCA input file:
```
! RIJCOSX wB97M-V def2-TZVPD def2/J DEFGRID3
* xyz -1 3
Ni 0.387 0.289 0.560
N 2.921 0.055 2.825
C 1.669 0.023 3.407
C 1.669 -0.078 4.809
C 0.482 -0.110 5.490
C -0.700 -0.036 4.762
C -0.603 0.060 3.396
N 0.545 0.094 2.699
C 3.396 0.105 1.517
C 4.778 -0.067 1.365
C 5.330 0.043 0.114
C 4.494 0.332 -0.959
C 3.147 0.467 -0.713
N 2.588 0.346 0.500
H 3.651 -0.131 3.485
H 2.613 -0.133 5.337
H 0.473 -0.195 6.570
H -1.672 -0.057 5.236
H -1.505 0.115 2.812
H 5.392 -0.284 2.232
H 6.395 -0.090 -0.025
H 4.872 0.438 -1.966
H 2.448 0.668 -1.513
C 0.150 -1.857 -4.464
C 0.325 -0.377 -4.096
C 1.684 0.115 -4.619
C -0.793 0.446 -4.751
C 0.287 -0.218 -2.629
C 0.304 -0.077 -1.416
H 0.239 -1.997 -5.548
H -0.831 -2.216 -4.145
H 0.908 -2.464 -3.965
H 1.726 0.044 -5.712
H 2.493 -0.489 -4.200
H 1.848 1.157 -4.331
H -0.731 0.371 -5.843
H -0.711 1.498 -4.469
H -1.774 0.084 -4.433
C -3.093 2.208 1.699
C -3.408 0.730 1.420
P -2.069 -0.106 0.428
C -2.878 -0.110 -1.223
C -3.087 1.281 -1.821
C -2.254 -1.897 0.846
C -3.643 -2.434 1.190
H -3.828 2.645 2.382
H -3.090 2.799 0.781
H -2.101 2.324 2.140
H -4.354 0.628 0.883
H -3.528 0.197 2.366
H -3.832 -0.635 -1.119
H -2.224 -0.698 -1.865
H -3.718 1.906 -1.183
H -3.572 1.214 -2.799
H -2.126 1.783 -1.950
H -1.550 -2.140 1.644
H -1.859 -2.417 -0.031
H -4.019 -2.018 2.127
H -3.584 -3.519 1.313
H -4.379 -2.223 0.409
Br 0.368 7.109 0.503
C 0.366 5.195 0.528
C 0.130 4.497 -0.643
C 0.132 3.102 -0.604
C 0.352 2.359 0.565
C 0.597 3.132 1.710
C 0.607 4.529 1.715
H -0.049 5.028 -1.571
H -0.039 2.569 -1.537
H 0.784 2.649 2.668
H 0.799 5.084 2.626
C 0.932 -5.867 -0.881
O 1.359 -4.628 -0.329
C 0.718 -4.109 0.753
S -0.614 -4.896 1.413
S 1.349 -2.603 1.215
H 1.482 -5.971 -1.814
H -0.139 -5.878 -1.064
H 1.169 -6.694 -0.210
*
```

Summary:
gap between HOMO and LUMO (spin up / spin down)	6.492 / 6.483	eV
total energy	-180322.445	eV
E_LUMO (spin up / spin down)	2.5 / 2.5	eV
HOMO level (spin up / spin down)	-0.14820 / -0.14790	Ha

natural (NBO) charges, unit e, in atom order: number 1, Ni, carries 1.1687; number 2, N, carries -0.5649; number 3, C, carries 0.4309; number 4, C, carries -0.2799; number 5, C, carries -0.1435; number 6, C, carries -0.2880; number 7, C, carries 0.0891; number 8, N, carries -0.5249; number 9, C, carries 0.4125; number 10, C, carries -0.2865; number 11, C, carries -0.1591; number 12, C, carries -0.2500; number 13, C, carries 0.0759; number 14, N, carries -0.4969; number 15, H, carries 0.3917; number 16, H, carries 0.2050; number 17, H, carries 0.2131; number 18, H, carries 0.2194; number 19, H, carries 0.2086; number 20, H, carries 0.2024; number 21, H, carries 0.2091; number 22, H, carries 0.2108; number 23, H, carries 0.2485; number 24, C, carries -0.5870; number 25, C, carries -0.1638; number 26, C, carries -0.5880; number 27, C, carries -0.5855; number 28, C, carries -0.1470; number 29, C, carries -0.5337; number 30, H, carries 0.1871; number 31, H, carries 0.2083; number 32, H, carries 0.2197; number 33, H, carries 0.1906; number 34, H, carries 0.2100; number 35, H, carries 0.2090; number 36, H, carries 0.1908; number 37, H, carries 0.2105; number 38, H, carries 0.2067; number 39, C, carries -0.6133; number 40, C, carries -0.7294; number 41, P, carries 0.8778; number 42, C, carries -0.7152; number 43, C, carries -0.6119; number 44, C, carries -0.7395; number 45, C, carries -0.6103; number 46, H, carries 0.1964; number 47, H, carries 0.2136; number 48, H, carries 0.2237; number 49, H, carries 0.2151; number 50, H, carries 0.2131; number 51, H, carries 0.2008; number 52, H, carries 0.2535; number 53, H, carries 0.1933; number 54, H, carries 0.2009; number 55, H, carries 0.2292; number 56, H, carries 0.2649; number 57, H, carries 0.2511; number 58, H, carries 0.1888; number 59, H, carries 0.2281; number 60, H, carries 0.1885; number 61, Br, carries -0.0226; number 62, C, carries -0.1077; number 63, C, carries -0.2563; number 64, C, carries -0.2784; number 65, C, carries -0.3148; number 66, C, carries -0.2846; number 67, C, carries -0.2593; number 68, H, carries 0.2079; number 69, H, carries 0.2096; number 70, H, carries 0.1827; number 71, H, carries 0.2063; number 72, C, carries -0.2588; number 73, O, carries -0.5310; number 74, C, carries 0.0389; number 75, S, carries -0.3519; number 76, S, carries -0.3713; number 77, H, carries 0.1756; number 78, H, carries 0.1968; number 79, H, carries 0.1800



# C31H40MnN2O2Sb2

C31H40MnN2O2Sb2 as an isolated structure (ωB97M-V with the def2-TZVPD basis set, OMol25).

ORCA input file:
```
! RIJCOSX wB97M-V def2-TZVPD def2/J DEFGRID3
* xyz -2 6
Mn 0.786 2.014 0.479
O -0.403 3.031 -0.673
C -1.697 3.225 -0.628
C -2.339 3.829 -1.722
C -3.714 4.079 -1.734
C -4.491 3.723 -0.633
C -3.888 3.115 0.458
C -2.506 2.834 0.500
C -1.953 2.170 1.626
N -0.682 1.758 1.728
N -0.396 1.123 2.881
C 0.899 0.844 2.955
O 1.742 1.144 1.972
C 1.413 0.247 4.168
C 2.807 0.141 4.369
C 3.324 -0.476 5.498
C 2.483 -1.002 6.479
C 1.100 -0.865 6.310
C 0.573 -0.251 5.190
H -1.716 4.104 -2.565
H -4.172 4.547 -2.598
H -5.559 3.912 -0.630
H -4.491 2.825 1.315
H -2.608 1.929 2.459
H 3.460 0.559 3.612
H 4.400 -0.558 5.617
H 2.890 -1.498 7.351
H 0.431 -1.252 7.072
H -0.499 -0.143 5.071
C -2.598 0.853 -3.951
Sb -1.020 0.477 -2.491
C -2.506 0.004 -1.006
C -0.720 -1.605 -3.298
C -1.499 -2.691 -2.642
C -2.786 -2.979 -3.102
C -3.587 -3.950 -2.515
C -3.096 -4.677 -1.444
C -1.814 -4.420 -0.988
C -0.993 -3.440 -1.558
C 0.381 -3.217 -1.012
Sb 0.600 -1.440 0.313
C -0.760 -2.297 1.757
C 2.392 -2.302 1.132
H -3.312 0.023 -3.940
H -2.182 0.966 -4.959
H -3.110 1.778 -3.671
H -3.026 -0.915 -1.282
H -3.205 0.842 -0.969
H -2.050 -0.105 -0.019
H 0.357 -1.758 -3.257
H -1.021 -1.481 -4.341
H -3.165 -2.410 -3.946
H -4.584 -4.137 -2.896
H -3.702 -5.440 -0.968
H -1.421 -5.001 -0.160
H 1.111 -3.066 -1.814
H 0.705 -4.067 -0.406
H -0.225 -3.008 2.390
H -1.565 -2.803 1.218
H -1.170 -1.495 2.373
H 2.157 -3.270 1.584
H 2.791 -1.626 1.887
H 3.126 -2.431 0.332
C 4.790 2.352 -0.666
C 3.511 1.799 -1.331
C 3.592 2.079 -2.838
C 3.505 0.280 -1.123
C 2.269 2.443 -0.720
H 5.708 1.949 -1.136
H 4.792 2.097 0.399
H 4.807 3.443 -0.749
H 4.456 1.575 -3.303
H 3.684 3.155 -3.018
H 2.676 1.732 -3.328
H 4.396 -0.202 -1.555
H 2.613 -0.148 -1.588
H 3.469 0.064 -0.051
H 2.036 3.361 -1.267
*
```

Summary:
gap between HOMO and LUMO (spin up / spin down)	3.403 / 4.703	eV
total energy	-84264.017	eV
relative energy (zero: lowest compared OMol25 entry of this formula, charge and spin)	34.1	kJ/mol
E_LUMO (spin up / spin down)	4.6 / 4.6	eV
HOMO level (spin up / spin down)	0.04397 / -0.00393	Ha

Mulliken charges, unit e, in atom order: number 1, Mn, carries 0.0831; number 2, O, carries -0.6486; number 3, C, carries 0.1842; number 4, C, carries -0.0890; number 5, C, carries -0.4975; number 6, C, carries -0.4275; number 7, C, carries -0.9032; number 8, C, carries 0.7167; number 9, C, carries -1.1219; number 10, N, carries 0.8590; number 11, N, carries -0.8031; number 12, C, carries 0.0775; number 13, O, carries -1.2885; number 14, C, carries 0.6258; number 15, C, carries -0.3705; number 16, C, carries -0.5934; number 17, C, carries -0.4518; number 18, C, carries -0.5421; number 19, C, carries -0.4105; number 20, H, carries 0.4073; number 21, H, carries 0.3553; number 22, H, carries 0.3586; number 23, H, carries 0.2887; number 24, H, carries 0.1820; number 25, H, carries 0.4198; number 26, H, carries 0.3520; number 27, H, carries 0.3565; number 28, H, carries 0.3441; number 29, H, carries 0.3570; number 30, C, carries -1.4091; number 31, Sb, carries 0.5986; number 32, C, carries -1.0771; number 33, C, carries -1.8608; number 34, C, carries 0.8489; number 35, C, carries -0.4982; number 36, C, carries -0.6333; number 37, C, carries -0.6220; number 38, C, carries -0.5709; number 39, C, carries 1.1667; number 40, C, carries -1.9473; number 41, Sb, carries 0.4986; number 42, C, carries -1.4835; number 43, C, carries -1.5476; number 44, H, carries 0.3893; number 45, H, carries 0.3648; number 46, H, carries 0.3521; number 47, H, carries 0.5175; number 48, H, carries 0.4320; number 49, H, carries -0.0028; number 50, H, carries 0.3524; number 51, H, carries 0.6961; number 52, H, carries 0.2428; number 53, H, carries 0.3738; number 54, H, carries 0.3687; number 55, H, carries 0.3313; number 56, H, carries 0.6197; number 57, H, carries 0.6307; number 58, H, carries 0.4848; number 59, H, carries 0.4982; number 60, H, carries 0.3332; number 61, H, carries 0.5367; number 62, H, carries 0.3166; number 63, H, carries 0.4077; number 64, C, carries -1.8719; number 65, C, carries 3.2937; number 66, C, carries -1.8656; number 67, C, carries -1.0379; number 68, C, carries -1.1500; number 69, H, carries 0.3898; number 70, H, carries 0.3101; number 71, H, carries 0.4179; number 72, H, carries 0.4271; number 73, H, carries 0.4706; number 74, H, carries 0.2289; number 75, H, carries 0.3640; number 76, H, carries -0.0632; number 77, H, carries 0.1084; number 78, H, carries 0.4499



no.,M (g mol⁻¹)
1,692.38
2,771.13